Here is C28H74Cl2InO34P7 as an isolated structure from OMol25. Energies are from the ωB97M-V functional and the def2-TZVPD basis.

The orbital gap is 4.89 eV. The HOMO energy comes out at -8.72 eV. Its total energy is -7169.84144 Ha.

Each line ends with the Löwdin charge.
Geometry (Å):
In -0.360350 -0.171179 0.194150  1.470
Cl 3.837824 4.321079 2.310683  0.533
Cl 2.326565 5.859358 0.399381  0.507
P -3.682482 0.950328 -2.335395  0.510
P -1.028444 -2.070740 -3.920106  0.477
P 2.209625 -3.462847 -1.155855  0.483
P 0.162357 2.535830 3.806839  0.544
P -4.216916 1.264218 2.062607  0.549
P -0.947692 -2.168308 4.139982  0.487
P 6.465930 2.558375 -2.380024  0.497
O -1.662168 -3.549482 -4.003832  -0.190
O -5.170320 1.279446 -1.854300  -0.212
O -1.087592 -1.573849 2.807491  -0.240
O 1.663699 2.435321 4.486152  -0.212
O -4.344728 1.773190 3.606819  -0.246
O 1.672769 -2.084946 -0.816909  -0.263
O 0.501764 -2.238332 -4.379230  -0.215
O -2.181776 -1.876809 5.172976  -0.219
O -1.766609 -1.336170 -5.166870  -0.216
O 0.843261 1.346533 -2.294309  -0.009
O 7.411329 1.449508 -2.140822  -0.238
O -3.969596 -0.292330 -3.395448  -0.230
O 6.151528 3.510645 -1.058873  -0.225
O 6.980788 3.663695 -3.471197  -0.221
O -2.860254 0.866849 1.610897  -0.243
O 1.749710 -4.603190 -0.151982  -0.216
O -2.986744 -1.982582 -0.065748  0.015
O -4.977470 2.420075 1.149160  -0.222
O -0.746465 -3.783171 4.257970  -0.235
O -3.298412 2.205616 -3.321732  -0.201
O 5.010316 2.089411 -2.939964  -0.212
O -2.739293 0.658953 -1.246177  -0.259
O 0.009768 2.754392 -0.944657  -0.019
O -1.281059 -3.265966 0.340299  -0.011
O 1.858391 -4.025169 -2.624081  -0.224
O -0.089377 1.569338 2.745059  -0.223
O 0.046041 4.064220 3.322686  -0.228
O -5.321154 0.061751 2.067088  -0.221
O 3.831652 -3.616406 -1.044416  -0.206
O -1.141620 -1.261842 -2.678619  -0.243
O 2.026549 -0.920771 2.115806  -0.061
O 2.571856 0.772125 0.748917  -0.040
O -0.851885 2.497116 5.149106  -0.247
O 0.287653 -1.573416 5.004354  -0.218
C 1.456972 -2.312238 5.236911  -0.109
C 2.200597 -5.345550 -2.947993  -0.109
C -4.864170 -0.217742 -4.471774  -0.128
C -3.377995 -4.292583 0.034498  0.016
C -4.961183 -1.188867 2.451600  -0.147
C -2.189261 1.976443 -4.201197  -0.097
C -1.562860 -4.659337 3.446198  -0.069
C -4.240748 3.524483 0.691365  -0.106
C 2.561753 4.216891 1.084606  -0.983
C 7.870361 3.369165 -4.513600  -0.134
C 1.357893 -1.102678 -4.421856  -0.101
C -1.709553 -1.919303 -6.451520  -0.126
C 4.349494 1.274482 -1.991194  -0.114
C 2.319884 1.244242 4.724625  -0.135
C -0.685279 3.337918 6.212143  -0.149
C -1.327831 -4.524972 -3.014642  -0.078
C 2.889218 -0.268735 1.432700  -0.691
C 1.401110 3.598567 -2.767363  0.012
C 4.329683 -0.638266 1.543307  0.003
C 0.633968 2.509959 -1.990426  -0.758
C 4.483891 -2.622449 -1.783728  -0.137
C 5.327197 4.665969 -1.178343  -0.116
C -1.026395 4.496346 2.568585  -0.112
C -5.883691 0.276472 -1.151291  -0.099
C -2.641996 -0.540119 5.392791  -0.090
C -5.551084 2.094944 4.216127  -0.113
C 2.047818 -4.486899 1.291551  -0.026
C -2.487217 -3.085866 0.153151  -0.774
H 2.562231 1.041583 5.767834  0.098
H -2.492950 1.955688 -5.247830  0.088
H 1.612584 3.321166 -3.800035  0.077
H 3.241481 1.140075 4.152002  0.089
H 5.037436 0.150744 1.289039  0.086
H -5.717087 -1.622305 3.106474  0.099
H 2.423562 3.748496 -2.420626  0.055
H 4.647798 1.218597 -0.944300  0.075
H -1.475553 2.796103 -4.284106  0.085
H -2.116317 -5.160053 -2.610812  0.081
H 2.087712 -1.205727 -5.224878  0.089
H -1.574028 3.865826 6.557892  0.091
H -3.206055 -4.736992 -0.945825  0.058
H -5.446852 0.703389 -4.461551  0.089
H -2.456518 -4.087356 3.196543  0.080
H 0.075513 4.079266 5.967809  0.087
H -5.303314 -0.474685 -0.615542  0.083
H 4.623224 -1.664147 -1.283384  0.067
H -0.798571 -4.082265 -2.170841  0.076
H -5.475755 3.152435 4.469378  0.094
H -0.651007 -5.204764 -3.532226  0.079
H 1.505652 -3.153847 4.545955  0.084
H 7.474686 3.368281 -5.529235  0.088
H -0.342546 2.610417 6.947930  0.097
H 4.058974 -2.426336 -2.768155  0.085
H -1.479134 5.389267 2.999645  0.097
H -3.556985 -0.354438 4.830280  0.059
H 0.960954 -0.099313 -4.576114  0.082
H 5.482687 -3.013290 -1.978016  0.099
H 1.073208 -4.675908 1.741562  0.070
H 8.684429 4.089538 -4.594011  0.082
H 4.605634 -1.580139 1.069153  0.075
H -3.974296 -1.348637 2.885900  0.076
H -1.891627 0.205943 5.131190  0.072
H -4.396721 -0.341514 -5.448648  0.078
H -4.540790 3.611909 -0.352860  0.088
H 8.482960 2.490804 -4.310345  0.082
H 5.448548 5.167604 -2.138411  0.090
H -3.070793 -5.035942 0.770119  0.072
H 2.319515 -3.488171 1.633354  0.074
H -0.635143 4.862876 1.619544  0.090
H 1.373176 -6.054534 -2.976652  0.087
H 0.791516 4.502141 -2.773777  0.080
H 2.278565 -1.639074 4.992114  0.071
H -1.630994 1.074121 -3.951697  0.066
H -2.899447 -0.334694 6.431845  0.092
H 2.804467 3.504025 0.296566  0.010
H -1.092987 -1.378369 -7.169395  0.086
H -1.786302 3.733247 2.400317  0.070
H -5.626767 -0.996494 -4.481600  0.087
H -4.544359 4.493999 1.086280  0.090
H 1.938911 -0.993876 -3.506060  0.071
H 3.385451 1.782509 -1.966074  0.071
H 1.788638 0.388899 4.307172  0.051
H -1.356681 -2.945733 -6.551696  0.088
H -5.742041 1.487947 5.101107  0.094
H 4.306349 4.321354 -1.013379  0.032
H 4.463251 -0.888075 2.595859  0.080
H -1.891785 -5.529090 4.014929  0.091
H -6.572573 -0.219952 -1.834741  0.088
H -6.303901 1.935128 3.444238  0.084
H -0.954459 -4.939094 2.586146  0.073
H 5.530774 5.384882 -0.384729  0.084
H -3.167869 3.366424 0.801100  0.074
H -2.664052 -1.875079 -6.975999  0.083
H 2.779747 -5.227043 1.614919  0.092
H 2.963913 -5.695561 -2.253056  0.085
H 4.409970 0.231581 -2.302320  0.080
H 1.561791 -2.519258 6.301925  0.095
H 2.733842 -5.358301 -3.898568  0.098
H -4.985031 -1.751087 1.518095  0.076
H 1.676810 3.855668 1.608522  -0.002
H -6.570696 0.730666 -0.437277  0.087
H -4.431518 -4.091595 0.228927  0.079

Cartesian forces (eV/Å) of the 6 atoms listed first:
In 0.20 -0.11 -0.43
Cl 0.16 -0.31 -0.13
Cl -0.30 -0.54 0.01
P -0.19 -0.69 -1.76
P 0.07 1.31 0.45
P -0.68 1.22 1.56